# 1
DFT (wB97M-V/def2-TZVPD) results for a molecular structure, C32H49N7O7STi.

Orbital gap ... 6.53 eV
F_max ... 0.0138 Eh/bohr
Energy relative to the best compared isomer or geometry (same formula, charge and spin) ... 0.0 kJ/mol
LUMO ... -1.051 eV

The geometry in XYZ format:
```
97
Properties=species:S:1:pos:R:3:forces:R:3:lowdin_charge:R:1
Ti 0.06909 -0.26162 1.15395 -0.58 0.39 0.15 1.151
S -1.78227 5.85196 -2.00745 0.06 -0.01 -0.13 0.416
O -0.30849 -1.30723 -0.39947 0.16 0.09 0.04 -0.148
O 0.08477 0.26390 2.96804 0.05 -0.12 0.03 -0.178
O -0.91404 6.02520 -0.84577 0.01 0.00 0.08 -0.364
O -1.83230 6.97723 -2.91378 0.02 -0.02 0.04 -0.336
O -0.62128 -3.32240 -1.30983 -0.02 0.03 0.00 0.099
O -3.08692 5.28315 -1.66763 -0.04 -0.04 0.00 -0.374
O 0.66793 1.76201 4.51174 0.07 0.06 -0.03 0.127
N 0.58068 0.72986 -3.66855 0.24 -0.52 -0.22 0.099
N 2.91818 -1.28809 -1.74812 0.04 -0.10 0.06 0.062
N -0.26036 2.06585 1.03254 0.01 0.06 -0.05 -0.159
N -2.24002 0.17208 1.28649 0.01 0.03 -0.01 -0.011
N 5.04304 -3.27553 -6.25060 0.00 0.00 0.00 0.177
N -0.97120 -2.19651 2.06702 -0.03 -0.04 -0.09 -0.144
N 1.88911 -1.62311 1.32910 0.07 0.02 0.04 0.052
C -2.08433 1.71903 -0.60775 -0.03 -0.01 0.02 -0.086
C -0.75195 -2.54410 -0.39623 0.06 -0.19 0.01 -0.589
C 0.93085 -3.83866 2.09609 0.00 0.01 0.00 -0.094
C 4.19782 -1.07999 -2.05525 -0.03 0.03 -0.01 -0.122
C -3.01557 -0.78030 2.10691 -0.01 -0.02 -0.03 -0.157
C -2.23288 3.73658 0.98571 -0.01 0.00 -0.03 -0.043
C -3.35571 -0.36211 -0.90551 0.03 0.00 -0.01 -0.016
C 2.67642 -2.52475 -3.77911 0.03 -0.01 -0.03 0.009
C -4.31752 1.36305 0.59244 -0.01 -0.02 -0.02 -0.016
C 2.18909 -3.04567 1.71256 0.00 -0.04 0.00 -0.535
C 0.28119 1.51231 3.40468 0.09 -0.21 0.13 -0.545
C 0.12663 2.05006 -3.61375 -0.13 0.05 0.04 -0.350
C -1.75521 3.55048 -3.54083 0.06 -0.02 0.03 -0.072
C -1.20481 2.33595 -3.91377 0.00 -0.01 0.01 -0.050
C 3.22490 -3.01802 2.83870 -0.02 0.01 0.01 -0.028
C 1.02946 2.15789 0.29513 0.00 -0.03 -0.07 -0.206
C -1.49963 -2.90760 0.87679 0.00 0.01 -0.01 -0.064
C 4.01466 -2.30486 -4.08425 -0.02 0.02 0.04 -0.216
C -1.35034 2.76386 0.21931 0.00 0.03 0.04 -0.277
C 0.37559 4.27746 -2.73621 0.06 0.00 0.07 -0.072
C 0.29824 -2.59355 4.22250 0.00 0.00 -0.01 -0.033
C 1.77520 0.91155 0.67689 -0.01 0.00 -0.09 -0.166
C -3.00661 0.72649 0.10936 0.01 -0.01 -0.04 -0.500
C 0.93573 3.06361 -3.10758 0.03 -0.01 0.00 -0.062
C 2.17509 -1.99729 -2.60035 -0.02 0.07 0.02 -0.128
C 4.79643 -1.56226 -3.20650 0.01 0.00 -0.03 -0.003
C 2.80552 -3.75420 0.50587 0.00 0.00 0.00 -0.030
C -0.12177 2.57294 2.40520 0.14 0.04 -0.07 -0.075
C -2.08698 -1.67968 2.89707 -0.01 0.01 -0.02 -0.158
C 4.58620 -2.84269 -5.29057 0.01 0.00 -0.02 -0.166
C -0.18317 -3.17042 2.89604 0.02 -0.01 0.01 -0.319
C -0.98425 4.49747 -2.87977 -0.13 0.03 0.01 -0.280
H 0.10573 0.12679 -4.32353 -0.12 0.11 -0.02 0.087
H -0.89079 -3.97859 3.13454 0.00 -0.01 0.00 0.148
H 0.79156 2.13232 -0.76769 0.00 0.00 0.00 0.096
H -3.84930 0.12169 -1.74952 -0.01 0.00 0.00 0.106
H -2.91913 4.18552 0.26441 -0.01 -0.04 -0.01 0.077
H -1.50000 -3.98852 1.01037 -0.01 0.00 0.00 0.139
H -4.19544 1.92559 1.51561 -0.02 0.00 0.00 0.074
H -1.64834 -1.11476 3.71326 0.00 0.00 0.01 0.106
H 3.00955 -4.79684 0.75413 0.00 0.00 0.00 0.100
H -4.05869 -1.10177 -0.51842 0.01 0.00 0.01 0.082
H 2.87508 -2.46801 3.71056 0.00 0.01 0.00 0.075
H 1.52196 3.11697 0.49486 0.00 0.00 -0.01 0.140
H -2.53160 -2.62088 0.68824 0.01 0.01 -0.01 0.118
H 1.26173 -4.69726 2.68600 0.00 -0.01 -0.01 0.136
H -0.81997 3.38512 -0.50449 0.00 0.07 0.06 0.117
H 2.12173 -3.73878 -0.34519 0.01 0.00 0.00 0.078
H -3.67709 -0.25722 2.80094 0.01 0.00 0.01 0.137
H -2.81001 3.74530 -3.68425 -0.02 0.00 0.00 0.117
H 3.74481 -3.28303 0.21121 0.00 0.00 -0.01 0.087
H 2.34506 0.48384 -0.14584 0.02 -0.01 0.00 0.046
H 0.94441 -3.32862 4.70235 0.00 0.00 0.00 0.093
H -1.33260 1.14790 -1.16885 -0.02 -0.02 -0.02 0.116
H 0.84730 -1.66382 4.09618 0.00 0.00 0.01 0.070
H 1.99020 2.87120 -2.93313 0.00 0.00 0.01 0.109
H -2.46783 -0.85968 -1.28947 -0.01 0.01 -0.02 0.075
H 2.40907 1.02101 1.56073 -0.02 0.05 0.01 0.080
H 5.83847 -1.36844 -3.41631 0.00 0.00 0.00 0.123
H 0.51237 -4.26956 1.18494 0.00 0.02 0.00 0.109
H -0.52445 -2.40086 4.90809 0.00 0.00 0.00 0.084
H 2.22351 -1.47966 0.37065 -0.01 -0.01 0.00 0.049
H 0.57265 3.41417 2.46512 0.01 -0.01 0.00 0.154
H -2.80734 3.29198 1.80008 0.02 0.02 0.02 0.065
H 0.97816 5.03471 -2.24983 -0.01 -0.01 0.00 0.118
H -1.64278 4.56704 1.36851 0.03 0.02 0.02 0.094
H -3.66574 -1.35756 1.45571 -0.02 0.02 0.01 0.101
H 1.57725 0.58735 -3.73354 0.04 0.25 0.01 0.072
H 4.77413 -0.49319 -1.34803 0.01 -0.01 0.00 0.115
H 4.14405 -2.54632 2.48359 0.00 -0.01 0.00 0.093
H -2.67147 2.24741 -1.36202 0.03 0.01 0.05 0.128
H 2.48549 -1.02925 1.89716 0.01 0.01 -0.01 0.084
H 2.04194 -3.09787 -4.44015 0.00 0.00 0.01 0.127
H 3.47252 -4.03226 3.15295 -0.01 0.00 0.00 0.096
H -5.08044 0.60052 0.76207 0.00 0.00 0.01 0.087
H -1.82704 1.56695 -4.36057 -0.01 0.00 0.01 0.109
H -1.07747 2.94584 2.76507 -0.03 0.02 0.01 0.122
H -2.65593 -2.51588 3.32353 -0.01 0.00 0.00 0.145
H 1.13871 -2.15085 -2.32670 -0.01 -0.01 -0.01 0.087
H -4.69615 2.05391 -0.16083 0.00 -0.02 -0.01 0.106
H -2.08204 0.97706 1.88601 -0.03 0.02 -0.01 0.102
```
Positions in Å, forces in eV/Å.



# 2
DFT (wB97M-V/def2-TZVPD) results for C3H2N2 in the gas phase at a distorted geometry.

Orbital gap ... 10.46 eV
SMILES string ... N#CC1=NC1
F_max ... 0.0546 Eh/bohr
Energy relative to the best compared isomer or geometry (same formula, charge and spin) ... 207.6 kJ/mol
LUMO ... -0.452 eV

The geometry in XYZ format:
```
7
Properties=species:S:1:pos:R:3:forces:R:3:nbo_charge:R:1
N -0.84834 1.04583 -1.10851 -0.97 0.51 -1.58 -0.221
N -2.83535 2.03793 1.81113 0.13 -0.17 0.25 -0.212
C -1.26820 1.05403 0.05929 1.41 -1.34 1.35 0.120
C -2.10284 1.56642 1.06235 -0.73 0.74 -0.64 0.214
C -0.13517 0.15265 -0.17888 2.32 -1.43 0.67 -0.292
H 0.94847 0.51427 0.00300 -1.90 -0.68 0.07 0.190
H -0.21059 -1.01373 -0.23631 -0.26 2.38 -0.11 0.200
```
Positions in Å, forces in eV/Å.



# 3
DFT (wB97M-V/def2-TZVPD) results for C17H18BIO6 in the gas phase at a distorted geometry.

Orbital gap ... 7.65 eV
SMILES string ... COB(O)C1=C(CC(=O)I)C(=O)c2cc(CCCCO)ccc2C1=O
F_max ... 0.0985 Eh/bohr
LUMO ... -1.677 eV

The geometry in XYZ format:
```
43
Properties=species:S:1:pos:R:3:forces:R:3:nbo_charge:R:1
I 3.11963 0.51882 -5.28994 0.25 0.36 0.99 0.059
O 5.00035 -0.08644 1.50745 -0.97 1.29 -1.62 -0.743
O 2.10192 1.77543 2.74869 -0.61 -1.32 -3.80 -0.511
O 5.24745 2.30794 1.01399 -1.21 -1.91 -0.99 -0.924
O -3.46437 -4.14357 0.82138 -0.24 0.50 -0.74 -0.724
O 0.64977 0.43982 -2.43843 1.62 0.91 4.14 -0.537
O 3.53245 2.67305 -3.18970 -0.24 -5.04 -0.50 -0.516
C -4.94164 -0.62382 0.23152 0.01 -0.83 0.26 -0.406
C -1.67398 0.75672 -0.53962 0.40 0.79 3.10 -0.227
C 1.75684 1.38785 1.60537 -0.47 0.51 1.61 0.545
C 0.99609 0.69310 -1.23921 -1.26 -0.84 -2.97 0.501
C -4.38465 -3.25542 0.12328 1.11 1.15 0.00 -0.066
C 3.45296 1.43775 -3.30851 -0.04 3.67 1.55 0.486
C 0.20728 1.22530 1.28150 -2.16 -0.47 -1.02 -0.143
C -3.80053 -1.75162 0.31620 -1.22 -0.15 -0.42 -0.438
C -2.38363 1.26998 2.03789 3.58 -0.47 -2.82 -0.219
C -0.87564 1.39675 2.39617 -0.84 -0.65 -3.23 -0.164
C 5.17695 -1.08391 0.47033 0.46 -0.17 -0.64 -0.263
C -4.34885 0.87119 0.17130 0.92 0.08 -0.74 -0.449
C 2.86991 1.06952 0.47837 -0.74 -0.07 -1.91 -0.383
C 2.56441 0.75394 -0.86627 -1.44 0.86 2.25 -0.037
C 3.56256 0.42645 -2.04575 -0.89 -0.80 -0.98 -0.562
C -2.77697 0.95973 0.54978 2.38 0.50 1.39 0.032
C -0.17374 0.88456 -0.19018 -1.61 0.62 3.01 -0.013
B 4.41230 1.13943 0.98341 1.63 -0.40 1.25 1.249
H 5.89421 -0.62386 -0.31626 -1.18 -1.00 0.96 0.163
H -5.59400 -0.86411 -0.68909 0.94 0.65 1.38 0.212
H -3.31895 -1.68456 1.34875 -0.35 -0.18 -1.57 0.225
H -2.04897 0.52267 -1.59124 0.90 0.40 1.59 0.248
H 4.17466 -1.40129 -0.00548 1.53 0.50 0.66 0.179
H 3.26754 -0.61465 -2.45645 0.47 1.68 0.67 0.266
H -2.58295 -3.96497 0.42565 -0.83 -0.24 0.45 0.462
H -5.43711 -3.34832 0.56256 1.62 -0.14 -0.64 0.187
H 5.51395 2.60259 0.11740 -0.49 0.07 0.81 0.510
H -3.14020 1.40610 2.87396 0.97 -0.23 -1.45 0.238
H -4.32296 -3.52672 -0.98815 -0.68 0.45 1.45 0.167
H -5.61279 -0.75036 1.16251 1.01 0.27 -1.46 0.208
H -3.06703 -1.58471 -0.54317 -0.65 -0.15 1.44 0.202
H 5.70210 -2.00802 0.87909 -0.82 1.35 -0.25 0.213
H -4.40757 1.24009 -0.92306 -0.03 -0.48 1.79 0.225
H -4.97865 1.58111 0.82759 1.22 -1.10 -1.03 0.233
H 4.66607 0.36164 -1.78535 -1.46 0.36 -0.01 0.259
H -0.53417 1.61486 3.47168 -0.58 -0.36 -1.98 0.256
```
Positions in Å, forces in eV/Å.



# 4
DFT (wB97M-V/def2-TZVPD) results for 2 unconnected molecules or ions with the total composition C2H6O3 at a distorted geometry.

Orbital gap ... 11.21 eV
SMILES string ... CC(=O)O.O
F_max ... 0.0198 Eh/bohr
Energy relative to the best compared isomer or geometry (same formula, charge and spin) ... 41.8 kJ/mol
LUMO ... 0.547 eV

The geometry in XYZ format:
```
11
Properties=species:S:1:pos:R:3:forces:R:3:nbo_charge:R:1
O -0.70896 -2.44527 0.14387 -0.18 -0.26 0.11 -0.588
O -0.01348 -0.34388 -0.09846 -0.32 -0.02 0.03 -0.685
O 2.71587 3.09194 2.25118 -0.05 0.11 0.16 -0.931
C -0.69816 -1.44019 -0.50892 0.64 0.23 -0.10 0.790
C -1.42927 -1.21241 -1.78746 -0.65 -0.75 -0.24 -0.731
H 2.78292 3.87181 2.81145 0.12 0.08 -0.10 0.467
H 0.26236 -0.55198 0.80648 0.24 0.04 -0.05 0.491
H -1.89465 -2.14737 -2.10037 -0.13 0.04 0.31 0.237
H -2.20304 -0.48494 -1.55970 -0.09 0.20 -0.28 0.241
H 2.04021 2.57143 2.69250 -0.07 -0.18 -0.06 0.464
H -0.85381 -0.90915 -2.65057 0.49 0.52 0.21 0.244
```
Positions in Å, forces in eV/Å.